(1)
Below is C4H6O in the gas phase, with properties calculated with the ωB97M-V functional and the def2-TZVPD basis.

- F_max: 0.0775 hartree/bohr
- Total energy: -231.0838 Ha
- HOMO energy (alpha / beta): -7.4792 / -7.5926 eV
- E_LUMO (alpha / beta): 0.662 / 0.000 eV
- Energy above the lowest of the compared OMol25 structures with the same formula, charge and spin: 3.807 eV

Last column: Mulliken charge in e.
Cartesian coordinates (Å):
O (1.3836, 0.3442, -0.1902)  -0.255
C (-1.3731, -0.4122, -0.2183)  -1.020
C (1.4263, -0.9647, 0.0773)  -0.660
C (0.3327, 1.1923, 0.1127)  -0.233
C (-0.9765, 0.8467, 0.0830)  0.100
H (0.8950, -1.4352, 0.8593)  0.435
H (2.3956, -1.4043, -0.1630)  0.267
H (-0.6125, -1.0905, -0.4875)  0.428
H (-1.8267, 1.4265, 0.2838)  0.353
H (0.6879, 2.2628, -0.0475)  0.284
H (-2.3324, -0.7656, -0.3096)  0.301

---

(2)
Below is 2 unconnected molecules or ions with the total composition C16H31N4O3, with properties calculated with the ωB97M-V functional and the def2-TZVPD basis.

- Charge: +1
- F_max: 0.0738 hartree/bohr
- Total energy: -1072.6108 Ha
- HOMO energy: -9.8064 eV
- E_LUMO: -5.328 eV
- Energy above the lowest of the compared OMol25 structures with the same formula, charge and spin: 1.245 eV

Last column: Mulliken charge in e.
Cartesian coordinates (Å):
O (0.1731, 1.6864, 0.3919)  -0.513
O (1.1297, -1.3185, -2.3191)  -0.360
O (5.5444, -2.1972, -2.5503)  -0.438
N (3.5182, 0.1157, -3.5169)  -0.311
N (-6.4903, 2.1463, 3.4361)  0.377
N (-1.0889, 0.5108, 1.8869)  0.436
N (-7.5511, 1.9778, 2.7008)  -0.736
C (0.9177, 2.1366, 2.5967)  -1.128
C (-5.2265, 1.6960, 3.2577)  -0.228
C (1.1411, -0.5825, -3.5404)  -0.729
C (1.2038, -0.5163, -1.1528)  -0.463
C (4.3383, -2.5552, -1.9027)  -0.436
C (5.3890, -1.6464, -3.8492)  -0.448
C (-0.7454, -0.3828, 3.0079)  -0.491
C (-2.3712, 1.2309, 2.1272)  -0.652
C (2.5008, -0.6468, -4.2319)  -0.187
C (-3.5584, 0.2608, 1.7760)  -0.373
C (4.9028, -0.1904, -3.8864)  -0.746
C (-4.9582, 0.8699, 2.0619)  0.472
C (-6.0984, 0.6469, 1.1544)  -0.352
C (-0.0207, 1.4441, 1.5594)  0.203
C (-7.3793, 1.2712, 1.5810)  -0.208
C (0.5286, -1.2836, 2.6871)  -1.139
H (-2.3666, 2.0815, 1.3889)  0.359
H (2.2266, -0.1834, -0.9588)  0.186
H (-4.4310, 1.9362, 3.9902)  0.425
H (5.0808, 0.2068, -4.8926)  0.380
H (-8.2713, 1.1197, 0.9269)  0.410
H (0.5982, 1.9936, 3.6641)  0.287
H (0.4128, -1.0737, -4.1922)  0.396
H (6.3920, -1.6537, -4.2846)  0.349
H (0.2661, -1.8498, 1.7546)  0.244
H (3.9180, -1.6884, -1.3889)  0.084
H (0.8918, -1.1270, -0.3041)  -0.091
H (4.5727, -3.2969, -1.1364)  0.342
H (3.4187, -0.0385, -2.5232)  0.131
H (0.8050, 0.4496, -3.3956)  0.333
H (-3.4574, -0.6353, 2.4494)  0.288
H (5.5390, 0.3845, -3.2074)  0.379
H (1.9767, 1.7806, 2.4767)  0.296
H (-1.5574, -1.1140, 3.2651)  0.369
H (0.9569, 3.2493, 2.4376)  0.376
H (1.4618, -0.6851, 2.5706)  0.272
H (2.4033, -0.2505, -5.2473)  0.403
H (-6.6331, 2.6925, 4.2962)  0.301
H (0.5451, 0.3476, -1.2149)  0.495
H (-0.4878, 0.1667, 3.9605)  0.283
H (-2.3669, 1.5955, 3.1890)  0.262
H (-3.4950, -0.1261, 0.7298)  0.354
H (-6.0126, 0.0601, 0.2181)  0.399
H (2.7639, -1.7070, -4.3070)  0.126
H (3.6119, -2.9928, -2.5906)  0.257
H (0.6494, -2.0041, 3.5318)  0.413
H (4.7893, -2.3117, -4.4813)  0.344

---

(3)
Below is a molecular structure, C21H47BaNO2SSi2, with properties calculated with the ωB97M-V functional and the def2-TZVPD basis.

- F_max: 0.0612 hartree/bohr
- Total energy: -2036.0978 Ha
- HOMO energy: -5.7350 eV
- E_LUMO: -0.171 eV
- Energy above the lowest of the compared OMol25 structures with the same formula, charge and spin: 4.325 eV

Last column: Mulliken charge in e.
Cartesian coordinates (Å):
Ba (-0.3458, -1.8050, 1.6445)  1.862
S (2.3877, -1.0531, 3.0228)  -0.500
Si (-1.8635, -4.7772, -0.3470)  0.498
Si (-3.2066, -0.2787, 2.5947)  0.237
O (-0.1770, -1.4265, -3.4600)  0.040
O (0.0787, -3.3261, -4.8758)  -0.140
N (1.1530, 0.1870, 0.9805)  -0.561
C (0.7937, 1.2879, 0.2701)  0.005
C (-3.6480, -1.9323, 3.3978)  -0.751
C (-4.6085, 0.9251, 2.9276)  -1.235
C (-2.8225, -5.1196, 1.2407)  -0.521
C (1.2281, 0.0151, -4.8622)  -1.104
C (-1.6608, 0.2941, 3.5396)  -0.989
C (1.1735, 2.5684, 0.6679)  -0.757
C (-0.4230, -3.9680, -7.2004)  -1.313
C (1.9708, 0.3094, 2.0907)  0.434
C (-0.6929, -4.2172, -5.7264)  -0.360
C (-1.0039, -6.1657, -1.3224)  -0.991
C (1.9763, 2.7079, 1.8046)  -0.233
C (2.2722, -3.1665, -4.0151)  -1.208
C (0.7923, -0.2774, -3.4535)  -0.233
C (-2.1697, 0.0881, -3.0638)  -1.561
C (-1.6325, -1.0976, -3.8132)  0.066
C (-3.0592, -4.1042, -1.6786)  -0.405
C (1.0079, -3.9572, -3.9288)  -0.215
C (-2.7747, -0.5522, 0.8132)  -0.672
C (2.4057, 1.5894, 2.4970)  -0.699
C (-0.4812, -3.7040, 0.1562)  -0.853
H (-3.3780, -4.2249, 1.5710)  -0.205
H (0.5548, -3.9156, -2.9156)  -0.061
H (-3.2068, 0.2366, -3.3908)  0.444
H (3.1438, -3.7942, -3.7912)  0.426
H (0.5777, -4.3235, -7.4770)  0.323
H (-2.7972, -2.3903, 3.9296)  0.252
H (2.2684, 3.6863, 2.1480)  0.392
H (-2.2595, -0.0233, -1.9720)  0.246
H (0.8354, 3.4186, 0.0827)  0.380
H (2.3653, -2.7671, -5.0194)  0.219
H (0.0179, -6.2729, -0.9332)  0.328
H (-3.5355, -5.9514, 1.0936)  0.325
H (-4.4321, -1.7429, 4.1479)  0.336
H (0.4051, 0.3958, -5.4954)  0.290
H (1.6524, -0.8558, -5.3688)  0.171
H (-0.9118, -5.8669, -2.3848)  0.061
H (0.0575, -2.0494, -4.2889)  0.393
H (-1.1539, -4.5244, -7.8105)  0.410
H (-1.0076, 0.9574, 2.9495)  0.160
H (-0.4301, -5.2589, -5.4818)  0.299
H (-5.2417, 1.0221, 2.0352)  0.295
H (-1.0420, -0.5261, 3.9573)  0.420
H (2.0567, 0.7286, -4.8068)  0.450
H (-2.2002, -2.0001, -3.5506)  0.131
H (-0.5790, -2.7906, -0.5623)  -0.260
H (-1.7675, -4.0963, -5.5215)  0.352
H (-0.4510, -2.9055, -7.4837)  0.288
H (-5.2447, 0.5829, 3.7586)  0.329
H (-2.4784, -3.5972, -2.4732)  -0.509
H (-1.5576, -0.9206, -4.8912)  0.389
H (3.0686, 1.6121, 3.3610)  0.394
H (-3.4682, -1.1419, 0.1981)  0.049
H (-4.2359, 1.9277, 3.1882)  0.317
H (0.2798, 0.5787, -3.0134)  0.274
H (-2.0067, 0.8646, 4.4130)  0.337
H (1.6287, -0.5719, -2.8025)  0.435
H (1.1959, -5.0114, -4.2151)  0.686
H (-2.4698, 0.3231, 0.2162)  -0.030
H (2.2740, -2.3491, -3.2949)  0.222
H (-1.6482, 1.0193, -3.3068)  0.452
H (0.4889, -4.0968, -0.2225)  0.273
H (-3.7894, -3.3709, -1.2973)  0.344
H (0.1867, 1.1095, -0.6328)  0.207
H (-3.6262, -4.9246, -2.1565)  0.397
H (-4.0400, -2.6552, 2.6714)  0.116
H (-2.1132, -5.3704, 2.0440)  0.239
H (-1.5137, -7.1399, -1.2621)  0.368

---

(4)
Below is a molecular structure, C27H7Cl2F4I2N5ORhS, with properties calculated with the ωB97M-V functional and the def2-TZVPD basis.

- Charge: +1
- F_max: 0.0238 hartree/bohr
- Total energy: -3805.7699 Ha
- HOMO energy (alpha / beta): -11.0585 / -11.0584 eV
- E_LUMO (alpha / beta): -6.031 / -6.028 eV

Last column: Mulliken charge in e.
Cartesian coordinates (Å):
I (3.6831, 2.4189, 1.9953)  0.144
I (-0.6255, 3.2622, 6.0757)  0.147
Rh (0.0489, -0.6468, 0.1689)  -0.323
Cl (3.2972, -4.4820, 1.6257)  -0.195
Cl (1.0034, -1.1179, -1.9192)  -0.024
S (0.8922, -2.5899, 0.8847)  -0.188
F (3.0359, 7.3186, -0.2743)  -0.281
F (3.7903, 3.3462, -2.7939)  -0.291
F (0.9156, 6.2180, 0.8141)  -0.305
F (1.6576, 2.2664, -1.7304)  -0.275
O (1.4688, 0.3182, 0.9881)  -0.314
N (-0.7843, 1.2793, -0.4539)  -0.522
N (5.4869, 8.3604, -1.7082)  -0.413
N (-0.8501, -0.3322, 1.9383)  0.047
N (6.0365, 4.9019, -4.0644)  -0.443
N (-1.3704, 4.6211, 2.0543)  -0.493
C (1.6090, 5.5359, -0.0843)  -0.151
C (3.3684, -2.3559, -2.3516)  -0.913
C (3.5123, 5.4190, -1.6365)  0.080
C (5.3725, 5.3553, -3.2453)  -0.176
C (-0.1745, 0.6146, 2.6483)  0.577
C (1.1498, 4.2072, -0.4392)  0.685
C (4.4017, -3.2031, -1.9831)  -0.345
C (-2.6312, -0.2136, 3.4860)  -0.898
C (-1.9882, 0.7669, 4.1951)  -0.558
C (2.6951, 6.0995, -0.6393)  0.312
C (1.9855, 3.5111, -1.3955)  0.247
C (2.2461, -2.8086, -0.2190)  0.183
C (-2.0327, -0.7456, 2.3325)  -0.335
C (-0.7105, 1.2192, 3.7924)  0.749
C (4.5859, 5.9990, -2.2313)  1.298
C (3.0742, 4.0645, -1.9488)  0.354
C (2.3322, -2.1902, -1.4578)  0.864
C (0.0787, 2.2199, 4.4226)  -0.381
C (5.0505, 7.3207, -1.9222)  -0.147
C (3.3075, -3.6578, 0.1105)  0.446
C (1.3149, 2.5271, 3.9133)  -0.286
C (-0.7542, 4.2509, 1.1590)  -0.394
C (4.3692, -3.8511, -0.7573)  -0.724
C (1.8238, 1.8967, 2.7538)  -0.532
C (-0.4449, 2.3543, -0.2258)  0.222
C (0.0204, 3.6621, 0.1048)  1.048
C (1.0816, 0.9461, 2.1011)  0.667
H (3.3705, -1.8398, -3.3009)  0.456
H (5.2371, -3.3534, -2.6516)  0.391
H (1.9179, 3.2850, 4.3943)  0.404
H (-2.5182, -1.5083, 1.7365)  0.480
H (-2.4562, 1.2087, 5.0649)  0.248
H (5.1733, -4.5101, -0.4626)  0.433
H (-3.5991, -0.5811, 3.7923)  0.424

---

(5)
Below is a molecular structure, C32H37ClN2Si2V, with properties calculated with the ωB97M-V functional and the def2-TZVPD basis.

- 2S+1: 3
- Charge: +1
- F_max: 0.0557 hartree/bohr
- Total energy: -3334.0871 Ha
- HOMO energy (alpha / beta): -10.1136 / -9.8733 eV
- E_LUMO (alpha / beta): -3.085 / -2.439 eV
- ⟨S²⟩: 2.091
- Energy above the lowest of the compared OMol25 structures with the same formula, charge and spin: 0.197 eV

Last column: Mulliken spin population.
Cartesian coordinates (Å):
V (-0.0355, -0.1922, 3.2749)  2.101
Cl (2.1509, 0.6699, 1.0967)  -0.008
Si (0.7545, -0.0507, -2.6147)  0.002
Si (0.1272, 0.0476, 0.7517)  -0.198
N (0.1047, 1.8091, 3.7654)  -0.017
N (1.8339, -0.7346, 3.9577)  0.011
C (-0.4392, -4.0166, 0.1565)  0.017
C (0.1464, -2.7883, 0.4730)  0.014
C (-1.1178, -2.1050, 3.5734)  0.053
C (2.2928, -0.1705, 5.2806)  0.012
C (1.6412, 1.1580, 5.6107)  0.011
C (-2.5527, 3.6254, -0.5904)  -0.001
C (-0.9568, 1.5449, 0.4080)  -0.008
C (1.8485, 2.8486, -5.3875)  0.000
C (1.9389, 1.8405, -4.4190)  0.000
C (-0.3784, 2.2366, -3.8250)  0.000
C (0.3548, -1.3782, -5.0584)  0.000
C (-0.5726, -1.7523, 4.8430)  -0.053
C (0.3781, -2.4757, -5.9218)  0.000
C (-0.4322, 3.2872, -4.7409)  0.000
C (-2.0391, -1.0876, 3.1863)  0.039
C (0.8177, 1.5121, -3.6440)  0.000
C (0.6660, 3.5873, -5.5485)  0.000
C (-0.3954, 2.5562, -0.3957)  0.008
C (-3.1054, 2.6785, 0.2787)  0.005
C (-1.1508, -0.5029, 5.2436)  -0.005
C (-2.0486, -0.0870, 4.2180)  0.005
C (1.0606, -1.4098, -3.8378)  -0.001
C (-1.6957, -1.6428, -0.6219)  -0.008
C (-1.2002, 3.5657, -0.9194)  0.001
C (1.4129, 2.1142, 4.4512)  0.020
C (-0.4694, -1.5908, 0.0717)  -0.014
C (1.9730, -3.5637, -4.4859)  0.000
C (1.9233, -2.4870, -3.5909)  0.000
C (1.1715, -3.5919, -5.6321)  0.000
C (-1.6295, -4.0559, -0.5804)  -0.009
C (-2.3116, 1.6420, 0.7803)  -0.001
C (-2.2415, -2.8700, -0.9952)  0.004
H (0.7124, 0.9832, 6.1714)  -0.004
H (-4.1570, 2.7422, 0.5469)  0.000
H (0.0209, -4.9454, 0.4988)  0.000
H (-0.6504, 2.1443, 4.3802)  0.013
H (-0.9319, -3.0343, 3.0336)  0.010
H (-2.1017, -5.0128, -0.8023)  -0.001
H (2.0763, -0.9191, 6.0540)  -0.001
H (2.2138, 2.0971, 3.6996)  -0.004
H (-0.2335, -2.4675, -6.8242)  0.000
H (-3.1709, 4.4138, -1.0140)  0.000
H (2.8783, 1.2926, -4.2916)  0.000
H (0.0249, -2.4076, 5.4856)  -0.001
H (-2.7650, 0.8929, 1.4357)  -0.002
H (1.9056, -1.7582, 4.0073)  0.010
H (0.6023, 4.3778, -6.3017)  0.000
H (-1.3483, 3.8738, -4.8388)  0.000
H (1.0741, -2.7551, 1.0493)  -0.012
H (-2.7368, 0.7611, 4.2725)  -0.003
H (1.3522, 3.1377, 4.8374)  0.002
H (-0.2308, -0.4962, -5.3450)  0.000
H (2.5548, -2.4913, -2.7009)  0.000
H (-3.1589, -2.8885, -1.5878)  0.000
H (-2.6839, -1.1061, 2.3062)  0.002
H (-1.0556, -0.0591, 6.2366)  -0.003
H (-1.2730, 1.9676, -3.2543)  0.000
H (0.0010, 2.3834, 2.9196)  0.007
H (-0.7608, 4.3009, -1.6022)  0.000
H (3.3871, -0.0694, 5.2214)  0.000
H (2.3150, 1.6618, 6.3147)  0.000
H (1.5064, -0.0562, -1.2714)  -0.003
H (2.6326, -4.4070, -4.2831)  0.000
H (2.7015, 3.0657, -6.0289)  0.000
H (1.1593, -4.4648, -6.2876)  0.000
H (-2.2123, -0.7176, -0.8820)  0.000
H (-0.6773, -0.2131, -2.3501)  -0.001
H (0.6601, 2.5123, -0.6695)  -0.001
H (2.5450, -0.5085, 3.2527)  0.012

---

(6)
Below is a molecular structure, C5H10IrMgO4, with properties calculated with the ωB97M-V functional and the def2-TZVPD basis.

- 2S+1: 5
- Charge: +1
- F_max: 0.0982 hartree/bohr
- Total energy: -801.2720 Ha
- HOMO energy (alpha / beta): -10.6653 / -12.4328 eV
- E_LUMO (alpha / beta): -5.017 / -5.674 eV
- ⟨S²⟩: 6.017
- Energy above the lowest of the compared OMol25 structures with the same formula, charge and spin: 4.122 eV

Last column: Mulliken spin population.
Cartesian coordinates (Å):
Ir (1.3791, 0.4777, 0.4940)  1.640
Mg (1.5370, 2.6645, -1.6709)  0.987
O (0.9936, -0.5833, 2.0789)  0.198
O (0.5182, 2.2422, 0.4273)  0.038
O (0.0773, -1.2524, -0.1431)  0.242
O (1.1673, 0.6478, -1.4481)  0.042
C (-0.6506, 2.6678, 0.9615)  0.018
C (-0.7940, -1.4828, 0.7847)  0.781
C (-0.1238, -1.3586, 2.1153)  -0.045
C (0.3954, -0.2334, -2.1965)  -0.001
C (0.3306, -1.6031, -1.5215)  -0.015
H (-1.7026, 2.9050, 0.7316)  0.000
H (-0.4611, 3.7451, 1.1596)  0.009
H (-0.4911, -2.2371, -1.8754)  0.008
H (0.8396, -0.2777, -3.2067)  -0.007
H (-1.3143, 1.5114, 1.3423)  -0.001
H (0.0172, -2.4024, 2.4805)  0.045
H (-0.6738, 0.0392, -2.2854)  0.002
H (-0.9376, -0.9494, 2.7635)  0.033
H (-1.3925, -2.3834, 0.5863)  0.020
H (1.2860, -2.1371, -1.5779)  0.005

---

(7)
Below is 6 unconnected molecules or ions with the total composition C2H18NO6, with properties calculated with the ωB97M-V functional and the def2-TZVPD basis.

- Charge: +1
- F_max: 0.0383 hartree/bohr
- Total energy: -592.9334 Ha
- HOMO energy: -14.0199 eV
- E_LUMO: -2.820 eV
- Energy above the lowest of the compared OMol25 structures with the same formula, charge and spin: 0.809 eV

Last column: Mulliken charge in e.
Cartesian coordinates (Å):
O (-0.6312, -0.2865, 2.7429)  -0.598
O (1.8912, -1.6774, 1.1618)  -0.520
O (-3.0066, -0.7987, 1.3896)  -0.630
O (2.8218, 0.6031, 0.2723)  -0.446
O (-1.3675, 2.4831, -1.0890)  -0.586
O (-2.0143, -1.4631, -2.2501)  -0.656
N (0.2284, -0.5438, -0.6775)  -0.075
C (2.2115, 1.1362, -0.8656)  -0.648
C (0.6953, 0.9474, -0.8808)  -0.274
H (0.2807, 1.4665, -0.0069)  0.319
H (0.2499, 1.2449, -1.8410)  0.304
H (-0.5150, -0.8413, -1.3315)  0.396
H (0.9588, -1.2454, -0.5861)  0.356
H (0.2996, -0.0182, 2.6801)  0.270
H (-2.1747, 2.1670, -0.6693)  0.298
H (-2.8318, -1.5618, -1.7620)  0.305
H (2.5719, 0.5672, -1.7407)  0.310
H (2.5027, 2.1696, -1.1191)  0.402
H (3.2649, 1.2767, 0.8089)  0.312
H (2.2549, -1.2272, 1.9252)  0.258
H (-1.5982, 3.0723, -1.8139)  0.276
H (-1.8954, -1.9054, -3.0954)  0.291
H (-0.6219, -0.5130, 3.6908)  0.272
H (-3.1218, -1.5059, 2.0378)  0.293
H (2.2490, -2.5652, 1.0693)  0.266
H (-0.4259, -0.6514, 0.1116)  0.128
H (-2.2762, -0.3296, 1.8384)  0.378

---

(8)
Below is a gas-phase ion, C5H8N (charge +1), with properties calculated with the ωB97M-V functional and the def2-TZVPD basis.

- Charge: +1
- F_max: 0.0852 hartree/bohr
- Total energy: -249.6088 Ha
- HOMO energy: -13.8004 eV
- E_LUMO: -6.854 eV
- Energy above the lowest of the compared OMol25 structures with the same formula, charge and spin: 5.886 eV

Last column: Mulliken charge in e.
Cartesian coordinates (Å):
N (2.6342, -0.5194, 0.0191)  -0.545
C (-1.9733, 0.1400, -0.0242)  -1.208
C (0.5046, 0.8319, 0.1448)  -0.556
C (-0.6017, -1.5891, -0.0545)  -0.245
C (2.0534, 0.5406, -0.0566)  0.074
C (-0.4313, -0.3247, -0.0359)  0.607
H (2.4130, 1.5419, -0.3531)  0.342
H (-0.9633, -2.5087, -0.3411)  0.398
H (0.5343, 1.0888, 1.2029)  0.361
H (-2.5233, -0.5434, 0.6198)  0.435
H (0.3759, 1.4545, -0.6964)  0.420
H (2.1900, -1.3518, 0.2869)  0.204
H (-2.2609, 0.0687, -1.1597)  0.363
H (-1.9516, 1.1708, 0.4483)  0.350